Entry 1:
A 3-piece molecular cluster, C4H10N4 overall at a distorted geometry. Source: OMol25; level of theory: ωB97M-V/def2-TZVPD.

Output
**Relative energy (zero: lowest compared OMol25 entry of this formula, charge and spin)**: 658.44 kJ/mol
**E**: -377.19603 hartree
**Frontier orbital gap (spin up / spin down)**: 0.2952 / 0.2531 Ha
**Highest occupied orbital energy (spin up / spin down)**: -7.184 / -6.475 eV
**LUMO energy (spin up / spin down)**: 0.85 / 0.41 eV

Each line ends with the Mulliken charge.
CARTESIAN COORDINATES (ANGSTROEM)
C  0.148  0.399  0.377  0.015
C  -0.230  1.722  -0.216  -1.177
N  2.249  0.240  -0.015  -0.406
C  -0.004  -0.780  -0.288  0.653
N  2.955  -0.916  0.122  -0.444
C  -3.035  -0.095  0.425  -0.323
N  -2.107  -0.740  -0.093  -0.552
N  0.336  -1.853  -0.761  -0.552
H  2.195  0.425  -1.017  0.272
H  0.160  0.308  1.459  0.218
H  2.637  -1.712  -0.436  0.261
H  3.084  -1.160  1.096  0.240
H  -0.436  -2.512  -0.898  0.338
H  -1.161  2.083  0.227  0.333
H  0.540  2.462  0.010  0.402
H  -0.349  1.662  -1.297  0.280
H  -2.888  0.773  1.107  0.190
H  -4.096  -0.305  0.200  0.254

Forces on atoms 1 to 3 (eV/Å):
C 1.3 -0.2 -0.6
C 0.2 0.0 0.1
N 0.5 0.9 0.2

=====

Entry 2:
A 12-piece molecular cluster, C40H61ClN11O6PS overall at a distorted geometry. Source: OMol25; level of theory: ωB97M-V/def2-TZVPD.

Output
**E**: -3814.13069 hartree
**SMILES**: COCCCCCCCCCCCC1=C(S)C(=O)C(Cl)=C(P(=O)(O)O)C1=O.CC#N.CC#N.CC#N.CC#N.CC#N.CC#N.CC#N.CC#N.CC#N.CC#N.CC#N
**Frontier orbital gap**: 0.2778 Ha
**Highest occupied orbital energy**: -9.495 eV
**LUMO energy**: -1.93 eV

Each line ends with the Mulliken charge.
CARTESIAN COORDINATES (ANGSTROEM)
C  -3.480  -2.731  -0.634  -0.572
O  -4.449  -2.846  -1.647  -0.484
C  -4.801  -1.552  -2.157  -0.093
C  -6.252  -1.224  -1.771  -0.407
C  -6.942  -0.308  -2.791  -0.946
C  -6.245  1.078  -2.909  0.536
C  -7.065  2.229  -2.313  -1.263
C  -7.159  2.206  -0.753  -0.174
C  -6.530  3.458  -0.084  -1.102
C  -5.348  3.175  0.858  -1.045
C  -4.114  2.548  0.151  0.363
C  -2.865  3.477  0.217  -1.279
C  -1.514  2.778  0.519  -0.681
C  -0.557  2.619  -0.641  0.007
C  0.577  1.910  -0.463  1.007
S  1.087  1.141  1.037  -0.285
C  1.492  1.726  -1.644  -0.105
O  2.693  1.754  -1.578  -0.541
C  0.748  1.536  -2.965  0.631
Cl  1.394  0.407  -4.092  -0.139
C  -0.378  2.230  -3.174  0.112
P  -1.434  2.097  -4.670  0.817
O  -0.744  1.724  -5.895  -0.663
O  -2.119  3.550  -4.932  -0.489
O  -2.659  1.127  -4.298  -0.388
C  -0.772  3.176  -2.008  -0.348
O  -1.185  4.288  -2.252  -0.603
H  -3.161  -3.703  -0.247  0.320
H  -2.557  -2.233  -0.980  0.152
H  -3.857  -2.162  0.233  0.322
H  -4.083  -0.828  -1.747  0.079
H  -4.660  -1.603  -3.246  0.250
H  -6.763  -2.183  -1.642  0.423
H  -6.217  -0.713  -0.799  0.042
H  -7.983  -0.171  -2.474  0.324
H  -6.922  -0.815  -3.762  0.389
H  -5.263  1.017  -2.419  -0.585
H  -6.076  1.294  -3.972  0.421
H  -8.089  2.247  -2.704  0.467
H  -6.581  3.165  -2.620  0.470
H  -6.680  1.317  -0.329  -0.039
H  -8.218  2.158  -0.483  0.568
H  -6.230  4.215  -0.822  0.398
H  -7.302  3.948  0.527  0.386
H  -5.088  4.141  1.311  0.413
H  -5.653  2.524  1.687  0.317
H  -4.398  2.501  -0.917  -0.526
H  -3.939  1.526  0.467  0.777
H  -2.858  4.090  -0.685  0.599
H  -3.042  4.172  1.046  0.493
H  -1.048  3.275  1.379  0.498
H  -1.750  1.765  0.859  0.316
H  0.001  0.726  1.723  0.170
H  -2.685  3.755  -4.170  0.338
H  -3.011  1.317  -3.414  0.286
C  0.609  -2.855  -0.308  -0.239
C  -0.295  -3.269  0.761  0.434
N  -1.009  -3.595  1.604  -0.514
H  1.250  -2.074  0.051  0.001
H  1.176  -3.688  -0.642  0.095
H  0.021  -2.471  -1.149  0.443
C  5.496  -3.053  0.231  -0.773
C  4.036  -3.114  0.184  0.339
N  2.886  -3.163  0.148  -0.412
H  5.920  -3.842  -0.388  0.279
H  5.840  -2.088  -0.138  0.267
H  5.839  -3.184  1.254  0.060
C  6.289  -4.913  4.334  -0.539
C  7.212  -4.244  3.421  0.387
N  7.938  -3.718  2.701  -0.449
H  6.419  -5.989  4.263  -0.052
H  6.490  -4.600  5.357  0.293
H  5.262  -4.656  4.076  0.336
C  2.271  -3.954  -4.416  -0.792
C  1.374  -4.373  -3.340  0.458
N  0.668  -4.702  -2.496  -0.456
H  2.937  -3.170  -4.058  0.225
H  2.866  -4.802  -4.751  0.309
H  1.690  -3.574  -5.253  0.268
C  11.313  -4.274  1.600  -0.491
C  12.052  -5.517  1.816  0.286
N  12.632  -6.494  1.986  -0.362
H  11.947  -3.421  1.838  0.252
H  11.001  -4.205  0.559  0.245
H  10.430  -4.249  2.236  0.071
C  -0.012  6.251  -4.821  -0.227
C  0.939  7.343  -4.633  0.178
N  1.691  8.199  -4.486  -0.415
H  0.318  5.622  -5.646  0.293
H  -0.081  5.635  -3.926  -0.118
H  -0.999  6.647  -5.051  0.298
C  3.462  8.761  -1.437  -0.579
C  2.928  8.607  -0.084  0.300
N  2.510  8.485  0.979  -0.389
H  4.060  7.890  -1.699  0.243
H  2.647  8.858  -2.152  0.156
H  4.088  9.651  -1.490  0.272
C  -2.490  1.922  4.997  -0.959
C  -2.875  1.569  3.631  0.410
N  -3.173  1.291  2.556  -0.374
H  -3.303  2.460  5.481  0.300
H  -2.273  1.019  5.563  0.286
H  -1.603  2.554  4.980  0.294
C  3.911  3.588  2.566  -0.670
C  3.012  3.167  3.640  0.365
N  2.300  2.831  4.476  -0.440
H  4.569  4.377  2.924  0.333
H  4.512  2.743  2.235  0.246
H  3.330  3.963  1.726  0.196
C  6.490  -9.535  4.931  -0.763
C  7.396  -8.402  5.115  0.392
N  8.112  -7.515  5.259  -0.399
H  6.824  -10.142  4.091  0.266
H  6.479  -10.148  5.831  0.279
H  5.482  -9.176  4.732  0.280
C  -2.741  -4.343  4.381  -0.420
C  -4.028  -4.892  4.809  0.277
N  -5.039  -5.322  5.144  -0.380
H  -2.720  -4.231  3.299  0.093
H  -2.584  -3.369  4.841  0.215
H  -1.936  -5.012  4.681  0.258

Forces on atoms 1 to 3 (eV/Å):
C 0.5 0.0 0.7
O 0.3 0.4 0.1
C -0.1 -0.7 0.0

=====

Entry 3:
A 8-piece molecular cluster, C33H56N8O12 overall at a distorted geometry. Source: OMol25; level of theory: ωB97M-V/def2-TZVPD.

Output
**Relative energy (zero: lowest compared OMol25 entry of this formula, charge and spin)**: 96.96 kJ/mol
**E**: -2630.96616 hartree
**Frontier orbital gap**: 0.1508 Ha
**Highest occupied orbital energy**: -8.355 eV
**LUMO energy**: -4.25 eV

Each line ends with the Mulliken charge.
CARTESIAN COORDINATES (ANGSTROEM)
C  -0.564  -2.909  -4.174  -1.964
C  0.826  -2.458  -4.757  1.573
C  1.031  -1.002  -4.458  -1.379
C  2.433  -0.548  -4.504  -0.787
C  3.367  -1.329  -3.527  -1.317
C  3.299  -2.854  -3.666  1.287
N  1.877  -3.249  -3.961  1.010
O  1.576  -4.481  -3.757  -0.335
C  3.597  -3.574  -2.237  -2.095
C  4.177  -3.398  -4.911  -1.809
C  1.052  -2.712  -6.301  -1.714
H  -0.743  -2.679  -3.102  0.304
H  -0.667  -3.999  -4.210  0.475
H  -1.382  -2.728  -4.680  0.579
H  0.554  -0.728  -3.584  0.271
H  0.508  -0.474  -5.167  0.574
H  2.519  0.530  -4.052  0.167
H  2.908  -0.560  -5.359  0.685
H  2.890  -1.007  -2.522  -0.114
H  4.200  -0.797  -3.541  1.196
H  4.493  -3.462  -1.866  0.604
H  3.676  -4.568  -2.321  0.725
H  2.944  -3.192  -1.401  0.318
H  4.074  -2.969  -5.879  0.370
H  4.241  -4.480  -5.087  0.449
H  5.143  -3.220  -4.876  0.596
H  0.291  -2.319  -6.910  0.500
H  1.136  -3.711  -6.656  0.451
H  1.896  -2.236  -6.828  0.315
N  -0.585  -0.596  -0.087  0.528
O  -1.689  -1.035  0.296  -0.441
O  0.258  -1.333  -0.713  -0.613
O  -0.275  0.634  -0.095  -0.395
C  -2.409  1.851  3.475  0.150
C  -2.914  2.901  4.405  -0.485
C  -4.352  2.954  4.792  -0.502
C  -5.353  1.960  4.180  0.143
C  -4.841  0.915  3.127  -0.422
C  -3.260  0.815  2.889  -0.822
N  -6.837  2.240  4.126  0.817
O  -7.507  1.108  4.026  -0.521
O  -7.139  3.407  4.313  -0.526
H  -1.348  1.864  3.182  -0.199
H  -2.183  3.632  4.692  0.521
H  -4.621  3.810  5.462  0.319
H  -5.659  0.436  2.526  0.342
H  -2.852  0.142  2.340  1.033
C  2.507  -3.085  2.764  -0.665
C  1.592  -1.900  2.323  -0.074
C  0.365  -1.597  3.069  0.059
C  0.070  -2.460  4.355  -0.268
C  1.008  -3.715  4.645  -0.678
C  2.271  -3.840  3.773  -0.148
N  -1.025  -2.188  5.319  0.910
O  -1.214  -2.905  6.338  -0.583
O  -1.591  -1.079  5.163  -0.497
H  3.380  -3.174  1.954  0.125
H  1.667  -1.290  1.388  0.219
H  -0.340  -0.854  2.832  0.487
H  0.826  -4.316  5.419  0.646
H  2.956  -4.671  4.011  0.338
C  4.371  2.717  -2.883  -0.025
O  4.486  1.607  -3.411  -0.560
N  3.280  3.028  -2.161  0.282
C  3.064  4.432  -1.745  -0.725
C  2.284  2.038  -1.757  -0.928
H  5.153  3.501  -2.978  0.292
H  3.723  5.172  -2.070  0.439
H  2.888  4.272  -0.575  0.146
H  2.123  4.747  -2.169  0.233
H  1.664  1.930  -2.513  0.993
H  1.515  2.344  -1.114  -0.419
H  2.636  1.090  -1.306  0.268
C  -0.665  5.458  1.360  -0.154
O  -0.524  6.681  1.739  -0.689
N  -0.765  5.167  0.058  0.272
C  -0.792  3.811  -0.495  0.077
C  -0.833  6.160  -1.049  -1.084
H  -0.714  4.712  1.956  0.613
H  0.190  3.641  -1.094  -0.096
H  -1.704  3.731  -1.304  0.240
H  -0.776  2.977  0.265  -0.175
H  -1.903  6.522  -1.091  0.347
H  -0.521  5.926  -2.072  0.346
H  -0.253  7.037  -0.877  0.381
C  2.495  2.824  4.271  0.025
O  1.392  3.250  4.726  -0.583
N  2.498  2.375  2.986  0.381
C  3.829  1.892  2.639  -0.937
C  1.426  2.394  2.079  1.720
H  3.509  2.889  4.774  0.253
H  4.693  2.188  3.357  0.335
H  4.014  2.305  1.667  0.258
H  3.744  0.853  2.648  0.293
H  1.547  1.408  1.546  -0.094
H  1.398  3.305  1.487  0.083
H  0.386  2.396  2.509  -1.546
C  -4.401  -3.151  1.080  0.373
O  -3.692  -3.532  1.917  -0.677
N  -5.585  -3.575  0.883  0.074
C  -6.561  -3.124  -0.110  -0.881
C  -5.999  -4.655  1.704  -1.022
H  -4.260  -2.332  0.411  0.223
H  -6.473  -3.753  -1.037  0.326
H  -6.237  -2.045  -0.538  0.230
H  -7.568  -3.250  0.275  0.365
H  -6.899  -5.325  1.355  0.317
H  -6.347  -4.319  2.674  0.323
H  -5.136  -5.235  1.962  0.353

Forces on atoms 1 to 3 (eV/Å):
C 4.0 -2.8 2.7
C -1.2 0.0 0.1
C 1.2 -0.8 -0.6

=====

Entry 4:
One molecule with the formula C3H5NO2S at a distorted geometry. Source: OMol25; level of theory: ωB97M-V/def2-TZVPD.

Output
**Relative energy (zero: lowest compared OMol25 entry of this formula, charge and spin)**: 371.39 kJ/mol
**E**: -720.60504 hartree
**SMILES**: O=C[C@H](O)/C=N\S
**Frontier orbital gap**: 0.3181 Ha
**Highest occupied orbital energy**: -8.781 eV
**LUMO energy**: -0.13 eV

Each line ends with the Mulliken charge.
CARTESIAN COORDINATES (ANGSTROEM)
O  -2.185  -0.846  0.384  -0.453
C  -1.372  -1.575  -0.147  0.075
C  0.118  -1.196  0.205  0.274
O  -0.078  -0.325  1.341  -0.597
C  0.816  -0.695  -0.885  -0.292
N  1.121  0.536  -1.119  -0.399
S  0.735  1.876  -0.008  -0.103
H  -1.667  -2.457  -0.893  0.303
H  0.602  -2.239  0.676  0.261
H  -1.123  -0.378  1.268  0.395
H  1.432  -1.337  -1.500  0.380
H  1.888  2.816  -0.429  0.155

Forces on atoms 1 to 3 (eV/Å):
O -0.6 -1.6 -0.9
C -0.2 -0.6 -1.3
C -2.2 -4.1 6.0

=====

Entry 5:
One molecule with the formula C4H9NO2 at a distorted geometry. Source: OMol25; level of theory: ωB97M-V/def2-TZVPD.

Output
**Relative energy (zero: lowest compared OMol25 entry of this formula, charge and spin)**: 178.76 kJ/mol
**E**: -363.01745 hartree
**SMILES**: CCNC(=O)OC
**Frontier orbital gap**: 0.3765 Ha
**Highest occupied orbital energy**: -9.348 eV
**LUMO energy**: 0.90 eV

Each line ends with the Mulliken charge.
CARTESIAN COORDINATES (ANGSTROEM)
C  1.602  -1.990  1.123  -1.057
C  1.203  -1.263  -0.186  -0.441
N  -0.246  -0.681  -0.160  -0.236
C  -0.497  0.568  -0.624  0.686
O  0.224  1.214  -1.360  -0.609
O  -1.652  1.035  -0.094  -0.374
C  -1.900  2.410  -0.352  -0.603
H  1.020  -2.896  1.305  0.303
H  2.665  -2.287  1.191  0.336
H  1.444  -1.303  1.969  0.298
H  1.899  -0.420  -0.319  0.228
H  0.760  -1.682  -1.081  0.441
H  -0.998  -1.201  0.272  0.253
H  -2.815  2.643  0.195  0.223
H  -1.072  3.027  0.013  0.280
H  -2.029  2.587  -1.421  0.272

Forces on atoms 1 to 3 (eV/Å):
C -0.4 0.0 -0.3
C -2.1 1.1 0.2
N 0.6 0.8 1.6

=====

Entry 6:
One molecule with the formula C2H2IN3 at a distorted geometry. Source: OMol25; level of theory: ωB97M-V/def2-TZVPD.

Output
**Relative energy (zero: lowest compared OMol25 entry of this formula, charge and spin)**: 435.95 kJ/mol
**E**: -539.19383 hartree
**Frontier orbital gap (spin up / spin down)**: 0.2867 / 0.2867 Ha
**Highest occupied orbital energy (spin up / spin down)**: -8.753 / -8.752 eV
**LUMO energy (spin up / spin down)**: -0.95 / -0.95 eV

Each line ends with the Mulliken charge.
CARTESIAN COORDINATES (ANGSTROEM)
C  -1.086  -0.163  0.217  0.056
C  -1.157  2.501  1.078  -0.137
N  -2.195  0.150  0.540  -0.535
N  -0.079  1.958  0.929  -0.073
N  0.171  0.781  0.520  -0.201
I  -1.921  4.036  2.109  0.252
H  -0.558  -1.020  -0.019  0.365
H  0.995  0.889  -0.106  0.273

Forces on atoms 1 to 3 (eV/Å):
C 0.4 1.5 0.8
C -0.1 -1.2 0.1
N -0.4 1.5 0.2